(1)
Entry from the OMol25 dataset: a structure of composition C23H45Cl3N2O4PScSi at a distorted geometry (the ωB97M-V functional and the def2-TZVPD basis).

Geometry as ORCA input:
```
! wB97M-V def2-TZVPD RIJCOSX def2/J DEFGRID3
* xyz 0 1
C -1.63421 -2.08599 -3.49663
C -1.10270 -2.81134 -2.30422
H -1.68305 -2.73307 -4.38310
H -0.99765 -1.22027 -3.73462
H -2.64142 -1.69547 -3.28853
C -0.46446 -3.98519 -2.36188
C -0.23797 -4.74764 -3.62951
H -0.06707 -4.44903 -1.46354
H 0.08885 -4.09768 -4.45720
H -1.15120 -5.27547 -3.95181
H 0.54114 -5.50862 -3.46893
Sc 0.00855 1.05591 0.32423
Cl -2.41487 1.16882 0.27781
Cl 1.46085 2.95403 -0.45579
H 1.12723 4.83475 3.65917
H -1.50729 6.18554 2.80284
C 1.13866 4.78743 2.56197
C -1.00104 5.89865 1.86907
N -0.22807 4.67919 2.04559
H 1.73418 3.94084 2.21886
C -0.78272 3.50227 1.81363
O -0.13761 2.41708 1.90336
H -1.75518 5.73347 1.09342
H -1.83992 3.49236 1.48892
H 1.55968 5.72114 2.17951
H -0.32488 6.70937 1.57208
H 1.85983 -1.09881 -2.62907
H 2.41887 -3.58665 -1.38362
C 2.75325 -0.81191 -2.06764
C 3.22938 -2.97189 -0.95965
N 2.81774 -1.57855 -0.82543
H 2.71894 0.25309 -1.83126
C 2.45317 -1.05151 0.35159
O 2.03673 0.13098 0.46929
H 3.50729 -3.37458 0.02685
H 2.56941 -1.72461 1.21969
H 3.63978 -1.05895 -2.65005
H 4.08774 -3.02462 -1.63849
O -0.13107 -1.15717 -1.10200
C -1.15897 -2.02769 -1.01447
C 0.14524 -3.35924 0.71222
C -1.09288 -2.89818 0.24852
H 1.04421 -2.95235 0.24216
C 0.19666 -4.35433 1.69350
H -2.11602 -1.48905 -0.97348
C -2.27125 -3.31203 0.86964
H 1.17955 -4.73644 2.00278
C -0.99167 -4.84297 2.24931
C -2.22257 -4.30059 1.85264
H -3.20292 -2.86765 0.53238
H -0.94815 -5.63475 2.99439
H -3.14976 -4.66762 2.29854
Si -0.35861 2.98204 -2.96759
Cl -0.28203 0.97497 -2.11896
C 1.34244 3.62733 -3.45119
C -1.35085 4.05129 -1.79967
C -1.31439 2.84929 -4.58924
H 2.08958 2.82168 -3.49971
H 1.69708 4.38922 -2.73981
H 1.27155 4.09423 -4.45035
H -0.66996 2.47018 -5.39717
H -1.66847 3.85324 -4.88202
H -2.18819 2.18978 -4.49782
H -1.92538 3.44130 -1.07685
H -2.07600 4.64219 -2.39581
H -0.70298 4.74885 -1.24025
C 0.03463 -1.84989 4.28684
P -0.10616 -0.26504 3.44629
C -1.57424 0.54122 4.09612
C 1.36742 0.67573 3.88536
O -0.21335 -0.41317 1.93921
H -0.71844 -1.88859 5.08494
H 1.03546 -1.92220 4.73327
H -0.12339 -2.67241 3.58117
H -1.62617 0.38804 5.17879
H -1.52898 1.60763 3.85607
H -2.44988 0.10391 3.60274
H 2.06602 0.65079 3.04177
H 1.08458 1.71020 4.09917
H 1.82837 0.22525 4.77162
*
```

The max |F| is 2.949 eV/Å. Its LUMO energy is 0.0057 Ha. Its energy above the lowest of the compared OMol25 structures with the same formula, charge and spin is 2.041 eV. For the HOMO-LUMO gap, the calculation gives 7.1 eV.

---

(2)
Entry from the OMol25 dataset: a cluster of 2 separate species, C2H6N2O in total at a distorted geometry (the ωB97M-V functional and the def2-TZVPD basis).

Geometry as ORCA input:
```
! wB97M-V def2-TZVPD RIJCOSX def2/J DEFGRID3
* xyz 0 1
H -1.43902 1.54645 1.78073
N -0.69963 1.10742 1.26785
C -1.09446 1.19131 0.06950
N -0.59336 0.67260 -1.06928
H -1.90529 1.96760 -0.20500
H -0.89192 1.12806 -1.89276
H 0.36133 0.26026 -1.06051
C 1.48191 -2.06924 0.17818
O 2.48414 -1.84556 -0.46780
H 1.59745 -2.67276 1.11293
H 0.69884 -1.28615 0.28617
*
```

The max |F| is 3.783 eV/Å. Its LUMO energy is 0.0198 Ha. Its energy above the lowest of the compared OMol25 structures with the same formula, charge and spin is 2.559 eV. As for the SMILES: [H]/N=C/N.C=O. For the HOMO-LUMO gap, the calculation gives 10.2 eV.

---

(3)
Entry from the OMol25 dataset: a cluster of 9 separate species, C50H37ClO33PS in total at a distorted geometry (the ωB97M-V functional and the def2-TZVPD basis).

Geometry as ORCA input:
```
! wB97M-V def2-TZVPD RIJCOSX def2/J DEFGRID3
* xyz 1 1
C 0.72808 -2.43944 -3.35843
C 1.89720 -1.86482 -2.98068
S 1.97989 -0.19705 -3.46132
Cl 3.59900 0.24018 -4.56503
P 2.65395 0.60465 -1.47809
O 4.06091 0.28733 -1.24536
H 0.37536 -2.32304 -4.38072
H 0.08870 -2.97198 -2.66011
H 2.76190 -2.34333 -2.52933
H 2.36063 1.96750 -1.62736
H 1.71048 -0.01345 -0.65068
C 0.06146 0.37034 4.28500
C 0.66231 0.53658 3.10364
C -0.06907 1.07099 1.89675
O 0.56817 1.19624 0.85154
C -1.46205 1.39538 2.00730
C -2.07292 1.22679 3.19080
C -1.34131 0.70798 4.41213
O -1.99370 0.59535 5.43086
O -3.34966 1.48932 3.39119
O 1.94413 0.23995 2.88960
H 0.57566 -0.02118 5.15136
H -1.97562 1.75636 1.12888
H -3.53744 1.28570 4.33015
H 2.12173 0.46291 1.95879
C 6.70323 -0.60046 4.77288
C 7.61119 0.17670 5.38680
C 7.38534 1.66148 5.61506
O 8.26812 2.26451 6.19403
C 6.15587 2.25905 5.13926
C 5.25312 1.47942 4.52909
C 5.47420 -0.00538 4.31136
O 4.57686 -0.60636 3.74224
O 4.08885 1.91472 4.06833
O 8.76644 -0.26646 5.84093
H 6.85901 -1.65671 4.60526
H 6.00442 3.31716 5.29896
H 3.62501 1.12611 3.71381
H 9.23709 0.49997 6.23660
C 4.71584 3.04265 -9.08626
C 4.02382 2.59402 -8.03309
C 2.75229 1.78467 -8.17596
O 2.22719 1.40204 -7.13644
C 2.24321 1.51442 -9.49273
C 2.92785 1.96703 -10.55831
C 4.22134 2.75141 -10.41730
O 4.76309 3.09348 -11.44813
O 2.55236 1.77443 -11.80415
O 4.37388 2.81029 -6.76904
H 5.62547 3.61804 -8.98943
H 1.32567 0.95147 -9.58713
H 3.22892 2.20250 -12.36836
H 3.67002 2.39179 -6.23755
C -3.98576 -1.01138 -1.32278
C -4.94540 -1.94482 -1.41451
C -6.22508 -1.86144 -0.60370
O -7.02722 -2.76157 -0.78544
C -6.40540 -0.75782 0.30215
C -5.44364 0.17637 0.39399
C -4.17348 0.10407 -0.42610
O -3.34765 0.99788 -0.29995
O -5.53295 1.21839 1.19668
O -4.87450 -3.00333 -2.19750
H -3.07056 -1.05762 -1.89643
H -7.32090 -0.71195 0.87553
H -4.72501 1.75039 1.08665
H -5.71167 -3.49590 -2.05897
C -11.48000 -4.16549 -1.22617
C -10.50767 -3.51696 -0.56574
C -10.55375 -2.01704 -0.32584
O -9.63063 -1.53476 0.30921
C -11.66567 -1.26209 -0.85029
C -12.63391 -1.91179 -1.51514
C -12.60306 -3.41351 -1.73272
O -13.54698 -3.89017 -2.33634
O -13.69377 -1.32151 -2.03518
O -9.43848 -4.11037 -0.06749
H -11.45712 -5.23224 -1.39754
H -11.68508 -0.19391 -0.68758
H -14.22309 -2.03457 -2.44842
H -8.89190 -3.40084 0.32718
C -1.75175 -5.85324 3.47792
C -1.08155 -4.81497 2.96296
C -1.34730 -3.38354 3.38264
O -0.66064 -2.52663 2.84152
C -2.36870 -3.12015 4.36061
C -3.04654 -4.15807 4.88208
C -2.76892 -5.59601 4.47602
O -3.43424 -6.45066 5.02550
O -4.00013 -4.03190 5.77976
O -0.12861 -4.92577 2.04636
H -1.56636 -6.87651 3.18409
H -2.56260 -2.09681 4.65131
H -4.31186 -4.93827 5.98209
H 0.17973 -4.01113 1.88834
C -3.71162 4.33966 -4.24285
C -3.98582 3.38350 -3.34544
C -5.30154 3.33485 -2.58898
O -5.45252 2.39692 -1.82237
C -6.27405 4.37338 -2.81439
C -5.99832 5.33700 -3.70888
C -4.69859 5.36890 -4.49120
O -4.56366 6.27792 -5.28711
O -6.81764 6.32981 -3.99302
O -3.14451 2.40670 -3.03176
H -2.78004 4.38210 -4.78898
H -7.20064 4.34050 -2.25918
H -6.36962 6.87243 -4.67318
H -3.58285 1.87875 -2.33311
C 12.05536 -0.57854 4.92124
C 12.13726 0.64437 5.46083
C 13.11938 1.68998 4.97246
O 13.08073 2.76951 5.53427
C 14.02100 1.34742 3.89698
C 13.94495 0.12255 3.35558
C 12.94438 -0.91413 3.82952
O 12.95368 -1.98435 3.24981
O 14.71927 -0.29675 2.36942
O 11.37492 1.06430 6.46338
H 11.35336 -1.32581 5.26342
H 14.72960 2.09184 3.56310
H 14.44284 -1.21608 2.18086
H 11.64702 1.98962 6.63926
*
```

The max |F| is 1.433 eV/Å. Its LUMO energy is -0.1906 Ha. For the HOMO-LUMO gap, the calculation gives 5.6 eV.

---

(4)
Entry from the OMol25 dataset: a structure of composition C21H22F6FeN6O4S4Te (the ωB97M-V functional and the def2-TZVPD basis).

Geometry as ORCA input:
```
! wB97M-V def2-TZVPD RIJCOSX def2/J DEFGRID3
* xyz -2 5
Fe 1.09969 -2.05510 0.12059
F -2.71183 -3.43407 -3.21626
C -1.51621 -3.81659 -3.67366
F -1.69517 -4.89410 -4.44892
F -1.02804 -2.83666 -4.43723
S -0.41197 -4.21002 -2.24726
O -0.31721 -2.94889 -1.54746
O -1.06644 -5.31360 -1.62372
N 0.89751 -4.65663 -2.99255
S 2.32394 -4.02749 -2.78376
O 2.51664 -3.38042 -1.51695
O 3.31651 -4.94161 -3.26214
C 2.41251 -2.64947 -4.00914
F 2.17030 -3.09917 -5.25028
F 3.64142 -2.11962 -3.99801
F 1.53944 -1.68450 -3.73497
Te -1.13632 -0.36073 0.01021
C -2.07005 1.40410 0.69713
C -2.16661 2.50813 -0.14009
C -2.73805 3.68685 0.31959
C -3.22063 3.76763 1.61704
C -3.13265 2.66453 2.45466
C -2.55593 1.48837 1.99764
C -2.92934 -1.48251 0.11668
C -3.92418 -1.35932 -0.84669
C -5.10448 -2.08127 -0.73377
C -5.29181 -2.94357 0.33809
C -4.29131 -3.08964 1.28884
C -3.11217 -2.36339 1.17937
H -1.77791 2.44861 -1.14898
H -2.79398 4.54818 -0.33600
H -3.64576 4.69422 1.98339
H -3.48065 2.72953 3.47808
H -2.45945 0.63855 2.66243
H -3.77039 -0.70104 -1.69326
H -5.87193 -1.98120 -1.49266
H -6.20976 -3.51376 0.42221
H -4.41962 -3.78111 2.11296
H -2.30921 -2.50670 1.89442
C 2.78496 3.59532 -0.52625
N 3.19171 2.20003 -0.52994
C 4.34386 1.94578 -1.36764
C 2.29475 1.20178 -0.22113
S 2.56561 -0.34025 -0.91624
N 2.40729 1.82799 2.54290
C 2.76968 0.42153 2.70624
C 2.84738 2.68218 3.62471
H 2.71074 3.95647 -1.56026
H 3.52779 4.20639 -0.00528
H 1.82480 3.72544 -0.04101
H 5.08493 2.72521 -1.17374
H 4.08333 1.96272 -2.43293
H 4.77245 0.97437 -1.14091
H 2.21285 -0.21976 2.03012
H 2.53012 0.10145 3.72445
H 3.83904 0.27587 2.53300
H 2.75786 3.73014 3.34697
H 3.90184 2.46124 3.81071
H 2.28958 2.52449 4.55206
N -0.01603 4.19283 4.13084
C 0.27502 3.66606 3.13486
N 0.52999 3.17844 1.94052
C 1.37989 2.18825 1.70212
N 1.26842 1.49240 0.56090
S 1.06325 -3.02291 2.01535
*
```

The max |F| is 0.641 eV/Å. Its LUMO energy (alpha / beta) is 0.1537 / 0.1537 Ha. Its energy above the lowest of the compared OMol25 structures with the same formula, charge and spin is 0.000 eV. For the HOMO-LUMO gap (alpha / beta), the calculation gives 5.2 / 5.5 eV.